C4H5LiMgO2Tl | wB97M-V/def2-TZVPD

Each line ends with the natural charge from an NBO analysis.
Positions of all 14 atoms, in Å:
O: 2.89618 -1.30583 2.55825  -1.209
C: 2.98103 -2.50800 3.28353  -0.172
C: 1.66314 -2.92742 3.83396  -0.363
Mg: 1.24365 -0.41482 2.00065  0.266
Li: 4.55014 -0.82119 2.03508  0.948
H: 3.70121 -2.43239 4.12917  0.149
H: 3.38797 -3.32369 2.65834  0.153
H: 1.01806 -3.57072 3.22554  0.180
H: 1.23925 -2.44159 4.71540  0.180
C: -6.55195 0.09299 -0.40348  -0.618
C: -5.35063 0.34999 -0.48068  0.391
O: -4.12911 0.58303 -0.42123  -0.915
Tl: -1.81316 0.60688 0.03155  0.786
H: -7.61991 0.00274 -0.36664  0.225

## Properties
HOMO (spin up / spin down), eV: -5.90 / -6.03
Spin multiplicity: 2
Gap between HOMO and LUMO (spin up / spin down), eV: 4.2 / 4.4
LUMO (spin up / spin down), eV: -1.6 / -1.6
ΔE to the lowest compared entry with this formula, charge and spin, kcal per mole: 10.49
Calculated total energy, a.u.: -685.83290